(1)
Molecular formula: C18H49BeN4O8
Method: DFT, ωB97M-V/def2-TZVPD

```
80
Properties=species:S:1:pos:R:3:mulliken_charge:R:1
Be 11.012 -51.971 11.403 1.78
O 8.209 -54.300 9.167 -0.53
C 9.072 -53.627 9.977 0.33
O 10.305 -53.822 9.873 -0.52
O 8.575 -52.872 10.841 -0.48
H 7.387 -53.934 9.525 0.34
C 14.272 -50.924 7.669 -1.64
C 12.852 -50.942 8.248 0.29
C 11.876 -51.616 7.281 -0.98
O 10.620 -51.599 7.849 -0.20
C 9.513 -51.607 7.021 -0.87
N 12.950 -51.771 9.460 -0.19
H 14.649 -51.865 7.259 0.36
H 14.990 -50.666 8.449 0.46
H 14.444 -50.257 6.820 0.41
H 12.464 -49.939 8.418 -0.14
H 12.138 -52.665 7.099 0.29
H 11.872 -51.017 6.364 0.51
H 9.718 -51.973 6.011 0.43
H 8.934 -50.687 6.885 0.26
H 8.762 -52.280 7.443 0.22
H 13.083 -52.743 9.193 0.40
H 13.861 -51.590 9.869 0.24
C 11.922 -50.671 15.219 -1.60
C 11.871 -49.640 14.110 0.80
C 12.874 -48.498 14.383 -1.09
O 12.839 -47.620 13.254 -0.26
C 13.421 -46.366 13.577 -0.85
N 12.235 -50.258 12.832 -0.07
H 11.570 -50.219 16.145 0.47
H 12.964 -50.972 15.341 0.38
H 11.290 -51.494 14.886 0.19
H 10.883 -49.188 14.008 -0.01
H 13.872 -48.947 14.377 0.39
H 12.607 -47.987 15.308 0.47
H 13.030 -45.787 14.417 0.34
H 13.306 -45.741 12.692 0.25
H 14.474 -46.567 13.793 0.33
H 13.207 -50.550 12.889 0.20
H 12.256 -49.387 12.301 0.00
C 9.803 -48.170 8.520 -1.57
C 10.557 -48.592 9.762 0.43
C 10.198 -47.823 11.050 -0.45
O 8.787 -47.903 11.302 -0.27
C 8.057 -46.691 11.448 -0.92
N 10.254 -50.056 9.929 0.43
H 8.902 -48.727 8.270 0.18
H 10.507 -48.270 7.694 0.29
H 9.461 -47.147 8.696 0.53
H 11.629 -48.403 9.663 0.52
H 10.469 -46.769 10.976 0.74
H 10.604 -48.284 11.950 -0.40
H 8.061 -46.053 10.563 0.28
H 8.469 -46.138 12.295 0.37
H 7.039 -47.018 11.652 0.23
H 10.357 -50.448 8.986 -0.39
H 9.254 -49.959 10.092 0.19
C 13.794 -55.499 12.384 -1.60
C 12.563 -54.535 12.193 0.28
C 11.587 -54.554 13.347 -1.01
O 10.617 -53.579 13.107 0.05
C 9.365 -53.837 13.771 -0.76
N 12.916 -53.180 11.774 -0.32
H 14.521 -55.360 11.580 0.41
H 13.471 -56.536 12.446 0.42
H 14.424 -55.273 13.249 0.39
H 12.103 -55.054 11.350 0.18
H 11.960 -54.475 14.373 0.42
H 11.146 -55.553 13.274 0.40
H 9.578 -54.217 14.772 0.45
H 8.747 -54.538 13.212 0.24
H 8.800 -52.916 13.906 0.01
H 13.677 -52.921 12.400 0.29
H 13.410 -53.428 10.919 0.29
C 7.508 -50.598 12.576 -0.93
O 8.929 -50.422 12.629 -0.10
H 7.018 -50.130 13.428 0.42
H 7.149 -50.299 11.588 0.27
H 7.136 -51.624 12.548 0.26
H 9.090 -49.475 12.684 0.05
```

- Charge: +1
- Energy above the lowest of the compared OMol25 structures with the same formula, charge and spin: 110.9 kJ/mol

---

(2)
Molecular formula: C18H50N2O8
Method: DFT, ωB97M-V/def2-TZVPD

```
78
Properties=species:S:1:pos:R:3:mulliken_charge:R:1
O 7.301 7.783 8.424 -0.67
H 6.441 8.172 8.688 0.31
H 7.961 8.316 8.926 0.24
O 7.149 10.080 10.758 -0.76
H 7.269 9.173 11.070 0.27
H 8.050 10.245 10.470 -0.04
O 8.259 11.068 13.404 -0.62
H 7.400 11.149 12.934 0.34
H 8.430 10.099 13.338 0.27
O 5.909 7.834 12.641 -0.65
H 5.560 8.646 12.308 0.32
H 6.884 7.996 12.639 0.47
O 8.736 8.170 12.813 -0.96
H 9.309 8.361 12.045 0.22
H 8.588 7.218 12.791 0.36
O 8.122 5.370 12.970 -0.70
H 7.455 5.409 13.679 0.34
H 7.592 5.356 12.173 0.34
C 11.614 11.570 8.690 -1.23
C 10.403 10.710 8.207 1.50
C 10.666 10.208 6.800 -1.53
C 11.854 9.214 6.732 -0.55
C 11.356 8.032 7.458 -1.58
C 11.052 8.301 8.938 1.68
N 10.188 9.521 9.006 0.08
O 10.063 9.887 10.367 3.11
C 10.250 7.061 9.394 -1.93
C 12.335 8.372 9.774 -2.05
C 9.175 11.550 8.363 -1.69
H 12.621 11.252 8.282 0.19
H 11.733 11.515 9.768 -0.24
H 11.472 12.631 8.377 0.52
H 9.795 9.617 6.462 0.33
H 10.874 10.983 6.093 0.46
H 12.795 9.519 7.153 0.37
H 12.038 8.926 5.699 0.42
H 12.119 7.245 7.488 0.42
H 10.483 7.567 7.031 0.38
H 10.894 6.197 9.410 0.50
H 9.825 7.189 10.398 0.08
H 9.345 6.871 8.773 0.54
H 12.057 8.418 10.791 0.28
H 12.945 7.480 9.560 0.52
H 12.895 9.241 9.560 0.44
H 9.308 12.145 9.257 0.20
H 8.270 10.936 8.456 0.35
H 9.116 12.306 7.580 0.46
H 10.692 10.560 10.686 -0.74
C 13.626 11.608 12.302 -1.60
C 12.702 11.643 13.559 1.92
C 13.348 12.403 14.768 -1.25
C 13.583 13.919 14.509 -0.63
C 12.221 14.554 14.297 -1.24
C 11.429 13.886 13.180 1.66
N 11.426 12.438 13.473 -0.41
O 10.741 11.710 12.445 -0.08
C 9.983 14.321 13.347 -1.73
C 11.912 14.101 11.754 -1.27
C 12.262 10.230 13.954 -1.92
H 13.098 11.367 11.363 0.15
H 14.435 10.860 12.465 0.42
H 14.184 12.517 12.130 0.46
H 12.601 12.303 15.553 0.40
H 14.297 11.924 15.066 0.42
H 14.255 14.189 13.647 0.25
H 14.114 14.392 15.327 0.46
H 12.324 15.657 14.166 0.35
H 11.638 14.533 15.219 0.39
H 9.292 13.651 12.866 0.22
H 9.745 14.357 14.409 0.41
H 9.696 15.313 12.955 0.37
H 11.752 15.126 11.450 0.59
H 12.929 13.792 11.515 0.18
H 11.263 13.460 11.064 -0.05
H 11.413 10.275 14.597 0.46
H 13.086 9.652 14.430 0.43
H 11.983 9.627 13.086 0.11
H 9.942 11.368 12.912 0.18
```

- Energy above the lowest of the compared OMol25 structures with the same formula, charge and spin: 7.8 kJ/mol
- SMILES: CC1(C)CCCC(C)(C)N1O.CC1(C)CCCC(C)(C)N1O.O.O.O.O.O.O

---

(3)
Molecular formula: C18H50N4O6
Method: DFT, ωB97M-V/def2-TZVPD

```
78
Properties=species:S:1:pos:R:3:mulliken_charge:R:1
C 8.270 -10.461 19.486 -0.41
C 8.434 -10.205 17.965 -0.30
O 9.525 -9.314 17.626 -0.52
O 9.236 -11.419 20.012 -0.52
H 7.280 -10.877 19.670 0.31
H 8.306 -9.535 20.059 0.26
H 7.486 -9.799 17.610 0.29
H 8.408 -11.064 17.295 0.27
H 10.310 -9.510 18.142 0.31
H 8.846 -12.275 20.206 0.30
C -0.599 -12.132 11.043 -1.24
C -1.896 -11.550 10.445 0.26
C -2.143 -10.089 10.648 -0.53
O -3.403 -9.632 10.235 -0.32
C -3.856 -8.521 10.970 -0.70
N -1.694 -11.870 9.037 -0.76
H 0.298 -11.997 10.439 0.32
H -0.732 -13.209 11.148 0.32
H -0.307 -11.845 12.054 0.36
H -2.744 -12.179 10.716 0.32
H -1.317 -9.540 10.197 0.25
H -2.084 -9.953 11.728 0.30
H -3.329 -7.578 10.825 0.28
H -3.832 -8.784 12.028 0.33
H -4.906 -8.345 10.733 0.27
H -2.484 -11.476 8.546 0.28
H -0.920 -11.309 8.711 0.26
C 1.494 0.479 7.226 -1.30
C 2.263 1.504 6.241 0.09
C 3.356 0.862 5.354 -0.48
O 3.768 1.788 4.350 -0.29
C 4.421 1.223 3.262 -0.76
N 1.199 2.007 5.349 -0.72
H 0.552 0.833 7.645 0.38
H 2.156 0.327 8.078 0.34
H 1.224 -0.408 6.653 0.33
H 2.690 2.358 6.765 0.38
H 2.842 0.046 4.845 0.33
H 4.248 0.626 5.934 0.28
H 3.914 0.292 3.008 0.31
H 5.465 0.911 3.256 0.30
H 4.313 1.849 2.377 0.26
H 1.598 2.569 4.610 0.29
H 0.794 1.191 4.914 0.25
C -13.051 3.512 21.114 -1.66
C -11.633 3.620 20.558 0.96
C -11.260 4.681 19.499 -0.73
O -9.860 4.664 19.157 -0.37
C -9.508 3.638 18.197 -0.65
N -10.910 3.685 21.766 -0.66
H -13.522 4.311 21.686 0.36
H -13.140 2.638 21.759 0.43
H -13.807 3.244 20.375 0.39
H -11.314 2.674 20.120 -0.09
H -11.593 5.651 19.868 0.35
H -11.720 4.623 18.513 0.38
H -8.534 3.177 18.358 0.24
H -9.557 4.220 17.277 0.25
H -10.285 2.875 18.258 0.32
H -10.700 4.582 22.179 0.23
H -11.456 3.276 22.511 0.24
C -3.775 -3.338 16.248 -1.52
C -2.445 -2.821 15.702 0.63
C -1.325 -3.828 15.392 -0.75
O -0.124 -3.247 14.880 -0.33
C 0.886 -4.234 14.419 -0.69
N -2.915 -2.040 14.566 -0.70
H -3.744 -3.462 17.330 0.36
H -4.004 -4.302 15.794 0.37
H -4.663 -2.749 16.018 0.42
H -2.089 -2.067 16.404 0.22
H -1.749 -4.547 14.691 0.28
H -1.117 -4.400 16.296 0.38
H 1.611 -3.746 13.766 0.27
H 0.454 -4.959 13.729 0.30
H 1.393 -4.713 15.256 0.27
H -2.101 -2.047 13.969 0.25
H -3.671 -2.482 14.064 0.23
```

- Energy above the lowest of the compared OMol25 structures with the same formula, charge and spin: 583.5 kJ/mol
- SMILES: COC[C@H](C)N.COC[C@H](C)N.COC[C@H](C)N.COC[C@H](C)N.OCCO

---

(4)
Molecular formula: C18H50O10
Method: DFT, ωB97M-V/def2-TZVPD

```
78
Properties=species:S:1:pos:R:3:mulliken_charge:R:1
C 3.802 0.409 -0.090 -1.18
C 3.675 -1.071 -0.414 0.75
C 5.015 -1.639 -0.856 -1.40
O 3.197 -1.703 0.770 -0.49
H 3.904 1.037 -0.975 0.38
H 4.648 0.562 0.585 0.38
H 2.902 0.767 0.416 0.11
H 2.940 -1.122 -1.227 0.07
H 4.884 -2.702 -1.093 0.39
H 5.754 -1.563 -0.063 0.33
H 5.310 -1.169 -1.794 0.37
H 2.798 -2.534 0.495 0.30
C 2.918 1.204 4.894 -1.29
C 1.704 0.294 4.807 0.23
C 1.256 0.153 3.353 -0.11
O 1.986 -1.002 5.329 -0.56
H 2.733 2.196 4.473 0.36
H 3.748 0.797 4.303 0.29
H 3.248 1.346 5.923 0.34
H 0.898 0.776 5.364 0.35
H 2.112 -0.194 2.765 0.10
H 0.985 1.119 2.913 0.02
H 0.381 -0.477 3.234 -0.08
H 2.635 -1.380 4.725 0.36
C -0.741 -4.188 3.349 -1.32
C -1.892 -3.225 3.582 0.70
C -1.920 -2.055 2.589 -0.99
O -3.126 -3.971 3.453 -0.61
H -0.535 -4.770 4.247 0.35
H 0.170 -3.615 3.156 0.27
H -0.935 -4.833 2.495 0.34
H -1.857 -2.831 4.602 0.17
H -2.288 -1.133 3.042 0.47
H -2.501 -2.356 1.717 0.43
H -0.910 -1.802 2.263 -0.12
H -3.799 -3.371 3.116 0.28
C -1.462 0.827 -4.272 -0.92
C -1.994 -0.565 -4.593 0.91
C -1.487 -1.621 -3.644 -1.49
O -3.423 -0.608 -4.552 -0.54
H -1.284 0.976 -3.207 -0.07
H -2.126 1.613 -4.631 0.33
H -0.504 0.995 -4.772 0.36
H -1.697 -0.838 -5.615 0.27
H -0.435 -1.897 -3.728 0.36
H -2.000 -2.577 -3.774 0.46
H -1.598 -1.283 -2.607 0.16
H -3.797 -0.122 -5.292 0.31
C 2.128 4.681 -2.621 0.01
C 2.917 5.787 -3.276 -0.74
O 3.347 6.824 -2.381 -0.51
O 0.748 5.005 -2.390 -0.47
H 2.563 4.426 -1.650 0.25
H 2.217 3.826 -3.294 0.22
H 2.320 6.292 -4.043 0.35
H 3.817 5.370 -3.721 0.36
H 2.582 7.261 -1.997 0.30
H 0.685 5.959 -2.293 0.27
C -4.666 -1.605 -0.972 0.37
C -5.434 -2.518 -0.058 -0.50
O -5.459 -1.879 1.212 -0.55
O -4.218 -2.357 -2.083 -0.54
H -3.818 -1.212 -0.396 -0.28
H -5.274 -0.746 -1.279 0.28
H -4.921 -3.487 -0.031 0.27
H -6.453 -2.719 -0.403 0.42
H -6.076 -2.348 1.781 0.30
H -3.639 -1.813 -2.626 0.17
C -1.152 0.786 -0.181 -0.32
C -0.433 2.081 0.174 -0.42
O 0.631 2.215 -0.756 -0.36
O -0.161 -0.225 -0.400 -0.50
H -1.767 0.914 -1.077 0.11
H -1.786 0.386 0.609 0.38
H -0.133 2.082 1.224 0.22
H -1.153 2.898 0.036 0.43
H 0.885 3.143 -0.776 0.07
H 0.412 0.123 -1.092 0.30
```

- Energy above the lowest of the compared OMol25 structures with the same formula, charge and spin: 0.0 kJ/mol
- SMILES: CC(C)O.CC(C)O.CC(C)O.CC(C)O.OCCO.OCCO.OCCO